Below is the molecule C6H13N at a distorted geometry, with properties calculated with ωB97M-V/def2-TZVPD.

E_tot = -7920.6333 eV
energy above the lowest of the compared OMol25 structures with the same formula, charge and spin = 50.73 kcal per mole

```
20
Properties=species:S:1:pos:R:3:forces:R:3:mulliken_charge:R:1
C 0.273127 -2.547990 0.777342 -0.29 -1.31 -0.02 -0.94
C 0.708664 -1.458574 -0.196824 -1.93 0.11 -1.77 -0.66
N -0.141488 -0.200629 -0.151360 1.48 -1.91 -0.15 -0.05
C -0.438265 0.638583 -1.348183 -0.99 -2.15 0.44 -0.53
C -1.016022 1.907152 -0.682017 0.42 -1.01 -1.01 -0.57
C -0.322794 1.950695 0.687651 0.52 -1.35 0.16 -0.72
C 0.504179 0.638786 0.802967 1.56 2.25 -1.26 -0.72
H -0.455029 -3.215887 0.239771 0.99 0.24 0.19 0.28
H 1.277429 -3.122680 0.931393 -2.25 0.58 0.73 0.24
H -0.443558 -2.277956 1.613712 1.89 0.16 -0.20 0.33
H 0.561688 -2.016223 -1.139184 0.11 0.91 -0.21 0.36
H 1.781265 -1.278670 -0.155181 0.10 0.52 0.30 0.44
H 0.485831 0.831737 -1.940202 -0.53 0.13 0.20 0.34
H -1.202090 0.042036 -1.964590 1.19 1.06 0.56 0.32
H -0.994449 2.677786 -1.469368 0.33 0.42 1.03 0.38
H -2.008261 1.817089 -0.281620 -1.02 -0.45 -1.36 0.20
H 0.354407 2.783838 0.736157 -0.40 0.68 1.21 0.35
H -1.145220 1.674192 1.329540 0.00 1.70 1.22 0.32
H 1.525793 1.064229 0.460982 -0.57 -1.39 0.16 0.23
H 0.694794 0.092486 1.749013 -0.61 0.80 -0.22 0.40
```
Positions in Å, forces in eV/Å.

***

Below is a cluster of 9 separate species, C54H56ClN10O in total, with properties calculated with ωB97M-V/def2-TZVPD.

E_tot = -86369.2962 eV
charge = +1

```
122
Properties=species:S:1:pos:R:3:forces:R:3:mulliken_charge:R:1
C -1.202329 -3.188538 4.689673 0.17 -0.08 -0.04 -1.10
C -1.637238 -3.911343 3.434712 -0.03 -0.11 0.17 -0.31
O -2.937986 -3.454967 3.065623 -0.05 0.28 0.03 -0.22
C -3.273318 -3.558452 1.707103 0.01 -0.07 0.05 -0.72
C -4.128193 -2.340445 1.318823 0.21 -0.56 -0.04 -0.65
N -3.655518 -1.148934 2.048770 -0.35 0.25 -0.09 0.26
C -2.439099 -0.686517 1.717682 -0.03 -0.12 -0.10 -0.25
C -1.889105 0.376845 2.375000 0.02 0.23 0.23 0.06
Cl -0.341480 0.938619 1.913414 0.11 -0.08 0.07 -0.08
C -2.604396 0.978996 3.406738 0.15 0.04 -0.10 -0.57
C -3.851176 0.486892 3.721998 0.13 0.27 0.25 -0.50
C -4.389110 -0.585005 3.036532 -0.08 -0.36 -0.11 0.78
C -5.731641 -1.114045 3.369816 -0.17 -0.07 -0.05 -0.32
C -5.951381 -1.811904 4.557239 -0.25 0.03 -0.11 -0.46
C -7.230128 -2.287391 4.806197 -0.03 0.07 -0.09 -0.30
C -8.234169 -2.047588 3.868885 0.29 0.05 0.09 -0.51
N -8.031861 -1.363915 2.741420 0.02 -0.03 -0.01 -0.49
C -6.809773 -0.905358 2.502227 0.12 -0.11 0.29 -0.18
H -0.172170 -3.468779 4.917068 -0.04 0.00 0.06 0.41
H -1.820852 -3.457409 5.544923 -0.05 0.04 -0.04 0.29
H -1.224661 -2.106388 4.549438 -0.06 0.01 -0.01 0.20
H -1.668318 -4.990221 3.614706 0.04 0.00 -0.10 0.31
H -0.927655 -3.720309 2.621917 -0.06 0.02 -0.05 0.33
H -2.375157 -3.607427 1.081980 0.03 -0.01 0.04 0.47
H -3.872788 -4.454923 1.518673 0.07 -0.02 -0.13 0.55
H -4.035960 -2.150351 0.250299 -0.16 0.05 0.02 0.37
H -5.162875 -2.528723 1.568289 -0.05 0.17 -0.01 0.07
H -1.916993 -1.187264 0.914921 -0.06 -0.05 -0.01 0.49
H -2.185222 1.825714 3.934784 0.00 -0.03 0.00 0.55
H -4.429365 0.945040 4.511720 -0.06 -0.04 -0.03 0.56
H -5.152095 -1.984644 5.267712 0.05 0.00 -0.08 0.52
H -7.470318 -2.827439 5.712226 0.02 0.04 -0.01 0.41
H -9.236808 -2.418075 4.049815 0.00 0.07 -0.03 0.45
H -6.666496 -0.341840 1.584110 -0.05 -0.02 -0.02 0.45
N -1.733386 6.969714 -0.169890 0.00 0.00 0.00 -0.53
C -1.809172 6.679250 1.125552 0.00 0.02 -0.01 -0.27
C -1.478456 5.438871 1.652404 0.00 -0.03 0.00 -0.48
C -1.047457 4.448349 0.784820 -0.02 0.00 -0.01 0.52
C -0.962795 4.738334 -0.567401 -0.01 -0.02 0.01 -0.43
C -1.315598 6.011391 -0.992046 0.00 0.02 -0.01 -0.31
H -2.149187 7.480396 1.772110 0.00 -0.01 0.02 0.35
H -1.552550 5.263441 2.717536 0.01 0.02 0.01 0.35
H -0.780703 3.465761 1.153351 0.02 0.09 -0.01 0.13
H -0.630655 3.997461 -1.282619 0.00 0.01 -0.01 0.38
H -1.260956 6.277578 -2.041606 0.01 -0.02 -0.01 0.35
N -7.066437 -4.570856 -0.676532 0.10 -0.04 0.01 -0.22
C -7.166921 -4.769914 0.635596 0.04 0.15 0.10 -0.45
C -6.960564 -5.996010 1.248175 0.01 -0.03 -0.03 -0.61
C -6.647700 -7.084738 0.447668 0.01 0.00 0.00 -0.32
C -6.549700 -6.896497 -0.921601 0.00 0.00 0.02 -0.51
C -6.764455 -5.624408 -1.432713 0.00 0.01 -0.01 -0.29
H -7.427237 -3.892547 1.222495 -0.05 -0.04 0.04 0.76
H -7.050836 -6.094872 2.321564 -0.02 0.01 0.00 0.41
H -6.487324 -8.062414 0.882791 0.00 0.00 0.00 0.41
H -6.312510 -7.717046 -1.584173 0.00 0.00 -0.01 0.39
H -6.693579 -5.439570 -2.498977 0.00 -0.02 0.00 0.40
N 5.049202 2.051630 1.851787 -0.02 0.01 -0.01 -0.53
C 5.441113 3.064921 1.082471 0.04 -0.03 0.04 -0.13
C 4.612512 3.712033 0.176314 -0.01 0.02 -0.03 -0.31
C 3.302128 3.282186 0.059693 -0.01 0.01 0.01 -0.53
C 2.881427 2.227135 0.854956 0.00 0.02 0.04 0.10
C 3.787232 1.650238 1.731105 0.00 -0.02 0.01 -0.18
H 6.471792 3.376418 1.194248 0.00 0.03 -0.03 0.27
H 4.996606 4.530971 -0.415973 0.03 0.00 0.01 0.43
H 2.622237 3.761577 -0.633183 0.00 0.00 0.00 0.41
H 1.866471 1.856540 0.804266 0.03 0.01 -0.09 0.18
H 3.489701 0.824134 2.369679 -0.02 0.00 -0.01 0.35
N -9.752224 -3.109903 7.043434 0.09 -0.07 -0.06 -0.39
C -9.719833 -4.420837 6.804726 -0.02 0.02 -0.01 0.11
C -9.748636 -5.385611 7.799187 0.00 0.00 0.01 -0.67
C -9.812838 -4.968548 9.119208 0.00 0.00 0.01 -0.18
C -9.848897 -3.609566 9.384752 -0.01 -0.02 0.00 -0.46
C -9.818611 -2.725387 8.317043 -0.01 0.06 -0.03 -0.21
H -9.674379 -4.713389 5.760093 0.00 -0.03 0.01 0.35
H -9.725599 -6.435735 7.542958 0.00 0.00 -0.01 0.36
H -9.838932 -5.689698 9.925388 0.00 0.00 0.00 0.37
H -9.904219 -3.237780 10.398307 0.00 0.01 0.00 0.36
H -9.854985 -1.655319 8.487588 0.01 0.00 0.02 0.36
N -10.134069 -0.320166 -2.955705 0.01 0.00 0.00 -0.54
C -9.503650 -1.191722 -2.172176 0.00 0.03 0.02 -0.38
C -8.769986 -2.270151 -2.646467 0.00 0.03 0.01 0.22
C -8.693246 -2.452169 -4.018833 0.01 -0.01 0.00 -0.36
C -9.346797 -1.556730 -4.849801 0.01 -0.01 0.01 -0.36
C -10.050128 -0.510674 -4.269918 -0.01 0.02 0.00 -0.26
H -9.592018 -1.015678 -1.104764 0.01 -0.02 0.01 0.44
H -8.274096 -2.939904 -1.954224 -0.02 0.02 -0.05 0.21
H -8.134186 -3.280588 -4.436203 0.00 0.00 0.00 0.35
H -9.315829 -1.662579 -5.925552 -0.01 0.01 0.00 0.37
H -10.572891 0.210637 -4.888123 0.00 -0.01 -0.02 0.35
N 8.233594 4.923254 -0.678730 -0.03 -0.06 0.00 -0.54
C 8.941277 4.084479 0.076301 -0.02 0.05 0.05 -0.28
C 9.884179 3.201754 -0.426061 0.00 0.02 -0.03 -0.66
C 10.107765 3.186940 -1.793526 0.01 -0.06 -0.02 -0.12
C 9.381468 4.053874 -2.594221 0.02 -0.01 0.02 -0.32
C 8.462325 4.898927 -1.989902 -0.03 0.04 -0.01 -0.25
H 8.741651 4.127050 1.142035 0.05 -0.02 0.01 0.52
H 10.429650 2.546076 0.238253 0.00 0.00 0.01 0.38
H 10.834999 2.509691 -2.223976 0.00 -0.02 0.02 0.51
H 9.521447 4.078935 -3.666662 -0.01 0.01 -0.01 0.38
H 7.880771 5.594285 -2.585469 0.01 -0.01 -0.02 0.37
N 13.686289 2.035451 -3.220689 -0.04 -0.02 0.00 -0.51
C 13.225449 3.098765 -3.874997 -0.03 0.04 0.03 -0.13
C 13.669131 3.484336 -5.130431 0.02 -0.02 -0.02 -0.52
C 14.653822 2.723409 -5.740222 0.01 0.00 -0.03 -0.34
C 15.147968 1.615251 -5.070997 -0.03 0.02 0.00 -0.39
C 14.631301 1.314221 -3.818748 -0.01 -0.02 0.02 -0.21
H 12.462151 3.673544 -3.361696 0.01 0.05 -0.04 0.49
H 13.252574 4.356512 -5.615888 0.00 0.01 0.01 0.43
H 15.027479 2.990141 -6.720630 0.00 0.00 0.00 0.47
H 15.917310 0.993237 -5.507460 0.01 0.00 0.01 0.37
H 14.991784 0.453560 -3.266474 0.02 -0.01 -0.02 0.36
N 10.683932 3.770692 -8.827246 0.00 0.00 0.00 -0.57
C 11.374538 2.918279 -8.074095 -0.03 0.03 0.03 -0.25
C 12.306799 2.024838 -8.580215 0.02 -0.02 -0.01 -0.33
C 12.533065 2.012992 -9.947221 0.00 0.01 0.00 -0.35
C 11.821272 2.894228 -10.744946 0.01 -0.01 0.01 -0.32
C 10.913223 3.749445 -10.138145 -0.02 0.02 0.01 -0.20
H 11.169728 2.954818 -7.009308 0.03 -0.04 0.01 0.50
H 12.838808 1.357171 -7.915808 -0.01 0.00 0.02 0.44
H 13.251061 1.330209 -10.382868 0.00 0.00 0.00 0.38
H 11.964255 2.921533 -11.816376 0.00 0.01 -0.01 0.36
H 10.340166 4.453789 -10.730826 0.01 -0.01 -0.02 0.36
```
Positions in Å, forces in eV/Å.

***

Below is a structure of composition C26H46BrClN2O5P2 at a distorted geometry, with properties calculated with ωB97M-V/def2-TZVPD.

E_tot = -142062.8948 eV

```
83
Properties=species:S:1:pos:R:3:forces:R:3:mulliken_charge:R:1
C -3.132045 -2.871679 1.102565 0.32 -0.35 -0.22 -0.58
C -2.144578 -3.790303 0.377566 0.82 0.31 0.83 -0.90
C -1.174413 -3.002176 -0.515313 -1.47 -0.95 -0.23 -0.13
O -0.611093 -1.986747 0.267780 -0.17 0.76 -0.20 0.13
C 0.528092 -1.290998 -0.245058 0.23 -0.52 -0.50 0.44
P 1.983755 -2.531491 -0.408252 1.46 0.23 0.29 -0.05
C 1.687960 -3.949098 0.750473 -0.87 0.26 -0.52 -1.35
C 1.960100 -3.286035 -2.112115 -0.31 0.33 -0.08 -0.22
C 2.760156 -4.586693 -2.158140 -0.05 0.16 -0.33 -1.44
C 0.414642 -0.704612 -1.662234 0.16 -0.04 0.33 -2.18
C -0.099747 0.734489 -1.899265 0.74 0.27 -0.68 -0.83
P 1.166032 1.550356 -3.128304 0.26 -0.43 -0.87 -0.13
C 0.492662 2.868760 -4.239016 2.41 -1.26 -0.42 -1.29
O 2.314298 2.359903 -2.283853 -0.07 0.10 0.04 -0.35
N -0.650968 1.460841 -0.681371 -1.32 0.28 0.06 1.69
O -0.258905 2.797659 -0.845802 1.05 -0.01 -0.27 -0.53
C -2.146544 1.433553 -0.855085 -1.27 -0.20 -0.17 0.43
C -2.888984 2.571212 -1.097480 0.44 0.75 0.30 -0.96
C -4.258891 2.492686 -1.306216 -0.64 -0.35 0.03 -1.25
C -4.924073 1.278299 -1.297995 0.55 -0.10 0.13 -0.93
C -4.171021 0.125208 -1.084296 -0.39 0.25 -0.15 -0.84
C -2.812724 0.217051 -0.876676 0.79 -0.73 0.10 0.36
C -0.186987 1.003484 0.706422 0.39 0.13 1.80 0.22
C -1.324348 0.941726 1.741112 -0.48 0.04 0.46 -0.88
C -1.847240 2.340667 2.126818 -0.02 -0.34 -0.30 -1.11
C -0.900384 3.057521 3.073122 0.60 0.31 0.30 0.32
N -0.698993 4.457777 2.805520 -0.69 -0.26 -0.27 -0.51
O -0.383040 2.517530 4.016871 -0.50 -0.11 -0.14 -0.52
C 0.860220 -0.121621 0.766888 0.58 -2.19 -0.67 2.83
C 0.870330 -0.857974 2.114830 -0.42 1.30 1.26 -2.73
O 1.245435 0.039608 3.156624 0.09 -0.30 -0.24 0.10
C 1.931008 -0.647601 4.184595 -0.15 0.30 0.00 -0.91
C 2.341481 0.306139 0.493740 0.00 0.88 0.63 -2.75
C 2.837908 1.725177 0.814133 0.69 0.32 -0.94 0.59
C 4.179424 1.911780 0.081904 0.19 -0.79 0.65 -1.55
Cl 3.226208 2.098620 2.531878 -0.36 0.02 0.09 -0.21
H -2.578818 -2.283165 1.833681 -0.09 0.22 -0.10 0.10
H -3.881374 -3.433065 1.658598 -0.12 -0.01 -0.18 0.52
H -3.597756 -2.212884 0.369754 -0.26 0.07 0.24 -0.15
H -2.612924 -4.606336 -0.171820 -0.10 0.17 -0.19 0.41
H -1.502046 -4.252810 1.136735 -0.18 -0.22 0.00 0.26
H -1.776788 -2.618674 -1.353949 0.30 0.28 -0.07 0.39
H -0.479272 -3.735265 -0.932266 0.45 0.38 0.07 0.16
H 1.264343 -4.789146 0.199477 0.04 -0.15 0.21 0.48
H 0.952812 -3.639020 1.493329 0.05 -0.11 0.08 0.44
H 2.611411 -4.243979 1.239665 0.04 0.04 -0.04 0.35
H 2.478363 -2.567927 -2.751432 -0.05 0.07 0.05 0.37
H 0.961279 -3.385459 -2.544276 0.01 -0.29 0.06 0.34
H 2.874689 -4.910518 -3.194307 -0.12 0.00 0.00 0.45
H 3.774176 -4.414350 -1.793722 -0.07 -0.15 0.27 0.36
H 2.271614 -5.394704 -1.618042 0.17 -0.03 0.12 0.32
H -0.123272 -1.394416 -2.311754 -0.15 0.06 0.08 0.29
H 1.428816 -0.719718 -2.068211 -0.03 0.05 -0.02 1.01
H -0.911009 0.633900 -2.619258 -0.28 0.35 0.28 0.65
H 0.660224 3.901270 -3.863451 0.10 -1.19 -0.48 0.31
H -0.532790 2.697830 -4.520438 -0.07 0.02 -0.05 0.40
H 1.132378 2.704245 -5.128609 -0.09 -0.18 0.10 0.42
H 2.280010 3.312557 -2.444838 -0.24 0.04 0.22 0.28
H -0.601082 3.336759 -0.113567 -0.30 -0.18 0.00 0.48
H -2.445501 3.558637 -1.145507 0.13 -0.07 -0.17 0.54
H -4.844872 3.385842 -1.475221 0.28 0.18 -0.04 0.46
H -5.992345 1.217677 -1.449353 -0.01 0.04 -0.04 0.43
H -4.657510 -0.841094 -1.096916 0.09 -0.05 0.04 0.49
H -2.246864 -0.694053 -0.725617 -0.01 0.04 0.09 0.16
H 0.362070 1.855247 1.112903 0.17 0.13 -0.56 0.33
H -0.945844 0.603725 2.706436 0.49 -0.21 -0.29 0.69
H -2.125632 0.247986 1.499193 -0.04 0.13 -0.22 0.52
H -2.100886 2.976759 1.282327 -0.04 0.07 0.07 0.19
H -2.771578 2.202779 2.696030 -0.04 0.10 -0.05 0.59
H -0.765019 4.963007 3.680144 0.44 0.04 0.06 0.33
H 0.212824 4.606172 2.387345 0.04 0.12 0.05 0.26
H -0.122995 -1.207715 2.400508 0.09 -0.53 -0.39 0.03
H 1.597408 -1.670354 2.118387 -0.11 -0.13 -0.46 1.28
H 1.401559 -1.566909 4.461237 0.05 -0.01 0.04 0.33
H 2.950695 -0.886266 3.861669 0.00 -0.08 0.08 0.31
H 1.963305 0.012340 5.048738 0.07 0.00 0.00 0.20
H 2.985491 -0.371147 1.053355 -0.03 -0.04 -0.01 0.79
H 2.653444 0.155866 -0.539277 -0.40 0.00 -0.12 0.73
H 2.165551 2.508507 0.466429 -0.16 -0.10 0.11 0.24
H 4.596435 2.901368 0.248136 -0.13 0.10 -0.24 0.41
H 4.115981 1.629947 -0.964217 -0.11 0.39 -0.10 0.36
H 4.871653 1.202941 0.549575 0.10 0.09 -0.05 0.40
Br -1.135089 4.560597 -3.093972 -2.47 2.47 1.49 -0.68
```
Positions in Å, forces in eV/Å.